[1]
{"formula": "C5H8O2", "method": "wB97M-V/def2-TZVPD", "relative_energy_kcal_mol": 77.0, "mol_weight_da": 100.12, "gap_ev": 9.78, "smiles": "C=C=C(C)O.C=O", "species": ["C", "C", "O", "C", "O", "C", "C", "H", "H", "H", "H", "H", "H", "H", "H"], "positions_angstrom": [[-0.52489, -1.62394, 0.69685], [-0.06106, -0.74104, -0.41863], [-0.91952, -0.79007, -1.48973], [-0.83496, 1.34586, 0.57437], [-0.18854, 2.33332, 0.28865], [1.12743, -0.15526, -0.48929], [1.94778, 0.85551, -0.48144], [-1.57595, -1.43255, 0.94602], [0.08634, -1.49496, 1.59291], [-0.44179, -2.65535, 0.34904], [-0.62930, -0.13063, -2.13675], [-0.71903, 0.82147, 1.54120], [-1.67275, 1.00826, -0.05701], [1.43557, 1.77410, -0.15685], [3.00198, 0.88908, -0.73579]]}


[2]
{"formula": "C58H48FGeIP3S2Se3TeTi", "method": "wB97M-V/def2-TZVPD", "relative_energy_kcal_mol": 8.6, "charge": -2, "spin_multiplicity": 2, "mol_weight_da": 1532.94, "gap_ev": [5.30, 5.28], "s_squared": 0.7596, "species": ["Ti", "F", "Ge", "C", "C", "C", "C", "C", "C", "P", "C", "C", "C", "C", "C", "C", "C", "C", "C", "C", "C", "C", "C", "C", "C", "C", "C", "C", "P", "C", "C", "C", "C", "C", "C", "C", "C", "C", "C", "C", "C", "C", "C", "C", "C", "C", "C", "P", "C", "C", "C", "C", "C", "C", "C", "C", "C", "C", "C", "C", "H", "H", "H", "H", "H", "H", "H", "H", "H", "H", "H", "H", "H", "H", "H", "H", "H", "H", "H", "H", "H", "H", "H", "H", "H", "H", "H", "H", "H", "H", "H", "H", "H", "H", "H", "H", "H", "H", "H", "H", "H", "H", "Se", "Se", "Te", "Se", "C", "C", "S", "C", "C", "S", "H", "H", "H", "H", "H", "H", "I"], "positions_angstrom": [[-1.48033, 0.23146, -3.16488], [1.67304, 0.61534, 4.02997], [0.99256, 0.41924, 2.30502], [-0.78640, -0.30746, 2.85752], [-0.88561, -0.63446, 4.17099], [-2.02541, -0.96098, 4.96690], [-3.31083, -0.67956, 4.69026], [-3.72495, -0.02783, 3.41418], [-1.80679, -0.41552, 1.79637], [-1.07392, -1.44820, 0.30235], [0.29037, -2.41678, 1.10500], [1.37372, -2.74681, 0.29033], [2.29893, -3.69649, 0.68551], [2.19367, -4.28923, 1.93131], [1.14091, -3.94515, 2.76398], [0.17665, -3.04522, 2.34265], [-2.03616, -3.03204, 0.06581], [-3.41914, -3.04369, -0.10327], [-4.10904, -4.20371, -0.40557], [-3.43392, -5.39841, -0.57802], [-2.05655, -5.40331, -0.45226], [-1.36968, -4.24304, -0.14490], [0.89697, 2.36735, 1.95223], [1.69791, 3.17680, 2.74543], [1.64592, 4.55289, 2.65348], [0.78577, 5.12472, 1.73591], [-0.00181, 4.32549, 0.92905], [0.01558, 2.93448, 1.03294], [-1.01065, 1.83153, -0.06193], [-2.14197, 0.97861, 1.16266], [-3.42036, 0.63430, 0.42124], [-4.04231, -0.36063, 1.03054], [-3.23021, -0.84099, 2.19557], [-3.21489, 1.38749, 3.33925], [-2.48349, 1.85579, 2.34039], [-2.15708, 3.21287, -0.54937], [-3.36097, 3.58877, 0.04601], [-4.02494, 4.73149, -0.36839], [-3.50917, 5.52878, -1.37481], [-2.31541, 5.17272, -1.97644], [-1.65185, 4.03010, -1.56552], [2.65707, -0.55325, 1.72557], [3.25200, -1.37316, 2.66853], [4.42443, -2.05060, 2.38369], [4.99734, -1.92223, 1.13004], [4.40236, -1.11550, 0.17680], [3.24067, -0.40716, 0.46740], [2.41135, 0.71189, -0.72916], [3.50354, 0.44039, -2.19208], [4.76661, 1.01559, -2.30600], [5.56185, 0.74288, -3.40443], [5.10222, -0.08797, -4.41286], [3.84418, -0.65563, -4.31033], [3.05273, -0.39846, -3.20525], [3.16793, 2.29465, -0.16700], [4.13212, 2.38808, 0.83107], [4.65585, 3.61979, 1.18138], [4.21697, 4.77216, 0.55230], [3.25292, 4.68618, -0.43835], [2.72963, 3.45768, -0.79391], [0.03299, -0.61166, 4.74324], [-1.79669, -1.39632, 5.93339], [-4.08567, -0.92317, 5.40424], [-4.82415, 0.00769, 3.38022], [1.45560, -2.28412, -0.68479], [3.10331, -3.97068, 0.01610], [2.92435, -5.02074, 2.25277], [1.05375, -4.40020, 3.74256], [-0.67204, -2.84511, 2.98044], [-3.96156, -2.11820, -0.05117], [-5.18157, -4.16155, -0.54162], [-3.96952, -6.30494, -0.83140], [-1.49919, -6.31848, -0.61275], [-0.29495, -4.30446, -0.10250], [2.36890, 2.71479, 3.45212], [2.27208, 5.17002, 3.28335], [0.71722, 6.20031, 1.64139], [-0.64084, 4.82007, 0.21545], [-3.77961, 1.15484, -0.45135], [-5.04129, -0.71035, 0.82918], [-3.32996, -1.91211, 2.39697], [-3.47418, 2.02324, 4.17830], [-2.10787, 2.87142, 2.35345], [-3.81448, 3.00194, 0.83118], [-4.96317, 4.99759, 0.10418], [-4.04070, 6.41701, -1.69043], [-1.89954, 5.77300, -2.77367], [-0.71071, 3.77031, -2.03137], [2.78917, -1.48192, 3.63780], [4.88525, -2.68393, 3.13115], [5.91079, -2.45219, 0.88932], [4.85282, -1.02862, -0.80208], [5.13646, 1.67513, -1.53277], [6.54863, 1.18381, -3.47398], [5.72267, -0.28603, -5.27762], [3.46871, -1.29308, -5.09722], [2.06837, -0.84223, -3.13763], [4.47781, 1.49858, 1.33955], [5.40693, 3.67860, 1.95851], [4.62266, 5.73489, 0.83673], [2.89697, 5.58140, -0.92862], [1.98242, 3.38983, -1.57182], [-3.38611, 2.12382, -3.22979], [-4.37710, 1.10047, -5.02754], [-2.47257, 0.99921, -6.67511], [-1.20735, -0.85834, -5.60235], [-0.62271, -4.12944, -3.56825], [-1.24996, -2.86296, -3.06380], [-0.13133, -1.63832, -2.48320], [-2.57239, -2.63238, -3.11264], [-3.54197, -3.59577, -3.73160], [-3.27578, -1.15060, -2.49762], [0.43909, -4.13746, -3.32823], [-0.73806, -4.18890, -4.65300], [-1.09705, -5.00579, -3.12079], [-3.38392, -3.62456, -4.81293], [-4.55841, -3.25853, -3.53745], [-3.41386, -4.60333, -3.33307], [0.50936, 2.02243, -3.87635]]}


[3]
{"formula": "CH3NO2S2", "method": "wB97M-V/def2-TZVPD", "relative_energy_kcal_mol": 91.2, "mol_weight_da": 125.17, "gap_ev": 8.83, "smiles": "ON(O)C(=S)S", "species": ["C", "N", "O", "O", "S", "S", "H", "H", "H"], "positions_angstrom": [[-0.41595, 0.07066, -0.65327], [0.59375, 0.24253, 0.18629], [1.37229, 1.37744, 0.20667], [0.92698, -0.67793, 1.16103], [-0.87349, 0.68780, -2.06023], [-1.67002, -1.39481, 0.29636], [0.82554, 2.05790, 0.52617], [1.72385, -1.15505, 0.98370], [-2.48294, -1.20853, -0.64670]]}


[4]
{"formula": "C13H12S", "method": "wB97M-V/def2-TZVPD", "relative_energy_kcal_mol": 20.0, "mol_weight_da": 200.31, "gap_ev": 8.33, "smiles": "C=C[C@H]1C[C@]12SC=Cc1ccccc12", "species": ["C", "C", "C", "C", "C", "C", "C", "C", "C", "C", "C", "C", "C", "S", "H", "H", "H", "H", "H", "H", "H", "H", "H", "H", "H", "H"], "positions_angstrom": [[-1.04331, -2.83787, -1.23088], [-1.63599, -2.37135, -0.12192], [0.12494, -2.15504, -1.65979], [-1.05388, -1.29269, 0.61661], [0.77019, -1.21632, -0.87224], [0.14644, -0.72405, 0.31424], [2.08489, -0.70261, -1.32779], [2.88475, 0.07930, -0.61202], [-1.49376, 3.13087, -0.50981], [-1.20774, 2.13496, 0.38452], [0.15558, 1.04801, 2.28513], [0.05420, 1.85925, 0.94911], [0.75449, 0.43797, 1.08132], [2.50074, 0.56598, 1.03875], [-1.33998, -3.76796, -1.70099], [-2.34632, -3.05303, 0.29760], [0.77981, -2.54031, -2.55544], [-1.84795, -0.83724, 1.25392], [2.38291, -1.20417, -2.38661], [3.82131, 0.47309, -0.95096], [-2.49402, 3.32287, -0.61570], [-0.65858, 3.61274, -0.96078], [-1.97580, 1.47670, 0.75021], [0.73168, 1.47030, 3.14076], [-0.85505, 0.46743, 2.53521], [0.76048, 2.62319, 0.85754]]}


[5]
{"formula": "C4H3N3O", "method": "wB97M-V/def2-TZVPD", "relative_energy_kcal_mol": 87.8, "mol_weight_da": 109.09, "gap_ev": 8.85, "smiles": "O=c1ccncnn1", "species": ["C", "C", "C", "C", "H", "H", "H", "N", "N", "N", "O"], "positions_angstrom": [[-0.85309, 1.25025, -0.42266], [-0.47845, -0.07104, -1.00651], [0.42257, -0.97127, -0.67833], [0.98739, -0.17047, 1.24108], [-1.09556, -0.36709, -1.87747], [0.51457, -1.90554, -1.30286], [1.75098, -0.26328, 2.05242], [1.35326, -1.02557, 0.37248], [-0.31391, 0.34517, 1.57232], [-1.21184, 0.78459, 0.76911], [-1.07591, 2.39426, -0.71957]]}


[6]
{"formula": "C3H4N2O", "method": "wB97M-V/def2-TZVPD", "relative_energy_kcal_mol": 114.8, "mol_weight_da": 84.08, "gap_ev": 8.86, "smiles": "NC1=C[C@@H]1N=O", "species": ["N", "C", "C", "C", "N", "O", "H", "H", "H", "H"], "positions_angstrom": [[-1.63267, -0.29210, -0.41995], [-0.29447, -0.04536, -0.43455], [0.90331, -0.09591, -0.93278], [0.72074, 0.77354, 0.27021], [1.18215, 0.32084, 1.59916], [0.65988, -0.71241, 1.94172], [-2.00841, -0.42139, 0.50984], [-1.94936, -0.99947, -1.06833], [1.62521, -0.39098, -1.67536], [0.79361, 1.86325, 0.21002]]}


[7]
{"formula": "C5H10N", "method": "wB97M-V/def2-TZVPD", "relative_energy_kcal_mol": 94.0, "charge": 1, "mol_weight_da": 84.14, "gap_ev": 9.92, "smiles": "CC=C=[N+](C)C", "species": ["C", "C", "C", "C", "C", "N", "H", "H", "H", "H", "H", "H", "H", "H", "H", "H"], "positions_angstrom": [[-1.72801, 0.40150, -0.67117], [-0.52615, -0.15014, -0.09608], [-1.83364, 1.63464, -1.45001], [1.14847, -0.23128, 1.83445], [1.47528, -1.47024, -0.26085], [0.63677, -0.58155, 0.56972], [-2.78493, -0.06512, -0.45893], [-2.44412, 2.50651, -0.95336], [-2.08985, 1.47784, -2.48611], [-0.91663, 2.05229, -1.65269], [0.33025, 0.07964, 2.44564], [1.70379, -0.95909, 2.24345], [1.83621, 0.59045, 1.94150], [2.48095, -1.44665, 0.38911], [1.04155, -2.52580, -0.09183], [1.67007, -1.31302, -1.30283]]}


[8]
{"formula": "C6H10N3OS", "method": "wB97M-V/def2-TZVPD", "relative_energy_kcal_mol": 11.7, "charge": 1, "mol_weight_da": 172.23, "gap_ev": [8.93, 8.93], "smiles": "C[C@]1(S)NC=C(C=O)C(=[NH2+])N1", "species": ["C", "C", "C", "C", "C", "C", "N", "N", "N", "O", "S", "H", "H", "H", "H", "H", "H", "H", "H", "H", "H"], "positions_angstrom": [[-0.12389, -1.30257, -1.14759], [-0.92374, -0.11542, -1.29834], [-0.81573, 0.97817, -0.38693], [-1.52801, 0.12405, -2.58446], [0.51752, -0.48041, 1.12268], [2.04897, -0.06718, 1.69289], [0.61815, -1.42486, -0.04018], [-0.15125, 0.74460, 0.76540], [-1.13439, 2.19601, -0.77006], [-2.12844, 1.12901, -2.87163], [-0.47712, -1.40665, 2.38678], [-0.19465, -2.06364, -1.84272], [-1.56063, -0.80934, -3.29601], [1.90396, 0.35806, 2.70174], [2.47063, 0.78283, 1.27289], [2.65855, -0.93343, 1.73909], [0.96689, -2.28678, 0.15875], [-0.13172, 1.43275, 1.53837], [-1.56332, 2.45026, -1.66716], [-1.05303, 2.97890, -0.12812], [0.60127, -2.28437, 2.65462]]}